Version P
Formula: C29H30NO2
Source: the OMol25 dataset
Level of theory: ωB97M-V/def2-TZVPD

Output
Net charge   +1
LUMO energy   -4.4439 eV
Orbital gap   0.1865 hartree
2S+1   1
HOMO   -9.52 eV

Last column: Löwdin charge in e.
Atoms and positions in Å:
1 C -6.09 2.41 0.91  -0.096
2 C -5.29 1.13 0.62  -0.091
3 C -3.88 1.58 0.74  -0.132
4 C -3.89 2.96 1.04  -0.193
5 O -5.13 3.50 1.17  0.012
6 C -2.68 3.65 1.25  0.030
7 C -1.50 2.97 1.10  -0.014
8 C -1.45 1.58 0.76  -0.169
9 C -0.23 0.84 0.58  0.049
10 C 1.00 1.47 0.27  -0.191
11 C 2.22 0.80 0.59  0.055
12 C 3.41 1.50 0.63  -0.138
13 C 3.42 2.89 0.34  -0.189
14 O 4.61 3.50 0.56  0.018
15 C 5.55 2.45 0.99  -0.098
16 C 4.78 1.11 1.06  -0.090
17 C 2.25 3.55 -0.10  0.034
18 C 1.11 2.80 -0.27  -0.006
19 C -2.69 0.89 0.70  0.063
20 H -6.71 2.71 0.05  0.130
21 H -6.74 2.30 1.80  0.130
22 H -5.53 0.33 1.34  0.130
23 H -5.52 0.73 -0.38  0.121
24 H -2.72 4.70 1.53  0.129
25 H -0.57 3.51 1.27  0.112
26 H -0.20 -0.12 1.16  0.135
27 H 2.21 -0.26 0.85  0.116
28 H 6.37 2.40 0.25  0.131
29 H 5.97 2.73 1.97  0.133
30 H 4.79 0.71 2.08  0.129
31 H 5.24 0.36 0.40  0.124
32 H 2.32 4.61 -0.30  0.135
33 H 0.25 3.27 -0.74  0.128
34 H -2.73 -0.19 0.60  0.097
35 C -4.20 -2.70 0.05  -0.092
36 C -3.90 -1.92 -1.07  -0.096
37 C -2.58 -1.55 -1.32  -0.061
38 C -1.53 -1.93 -0.45  -0.260
39 C -0.20 -1.36 -0.57  -0.126
40 C 0.90 -2.09 -0.11  -0.098
41 N 1.97 -2.39 -0.86  -0.101
42 C 2.94 -3.39 -0.43  -0.131
43 C 4.02 -3.40 -1.52  -0.150
44 C 3.49 -2.56 -2.69  -0.142
45 C 2.13 -1.98 -2.25  -0.123
46 C -1.86 -2.71 0.69  -0.049
47 C -3.18 -3.10 0.92  -0.074
48 H -5.24 -2.96 0.27  0.105
49 H -4.70 -1.56 -1.72  0.110
50 H -2.33 -0.92 -2.18  0.120
51 H -0.06 -0.56 -1.29  0.110
52 H 0.92 -2.52 0.91  0.147
53 H 3.34 -3.11 0.56  0.125
54 H 2.47 -4.39 -0.32  0.135
55 H 4.96 -2.99 -1.12  0.110
56 H 4.22 -4.43 -1.82  0.112
57 H 4.18 -1.76 -2.94  0.109
58 H 3.36 -3.17 -3.58  0.111
59 H 1.31 -2.37 -2.89  0.140
60 H 2.11 -0.88 -2.34  0.122
61 H -1.08 -2.96 1.40  0.104
62 H -3.42 -3.69 1.81  0.110

=====

Version Q
Formula: C29H30NO2
Source: the OMol25 dataset
Level of theory: ωB97M-V/def2-TZVPD

Output
Net charge   +1
LUMO energy   -4.3418 eV
Orbital gap   0.1947 hartree
2S+1   1
HOMO   -9.64 eV

Last column: Löwdin charge in e.
Atoms and positions in Å:
1 C 4.90 -0.28 3.32  -0.096
2 C 4.47 1.01 3.00  -0.088
3 C 3.11 1.28 2.89  -0.049
4 C 2.16 0.24 3.04  -0.256
5 C 0.79 0.45 2.64  -0.098
6 C -0.24 -0.42 2.94  -0.081
7 N -1.55 -0.11 3.14  -0.109
8 C -2.46 -1.22 3.42  -0.160
9 C -3.92 -0.90 3.12  -0.184
10 C -4.36 0.41 3.76  -0.202
11 C -3.40 1.55 3.42  -0.179
12 C -1.93 1.21 3.65  -0.144
13 C 2.61 -1.02 3.48  -0.049
14 C 3.97 -1.30 3.56  -0.089
15 H 5.97 -0.50 3.38  0.103
16 H 5.19 1.81 2.83  0.110
17 H 2.76 2.28 2.63  0.116
18 H 0.53 1.47 2.32  0.109
19 H -0.04 -1.50 2.95  0.123
20 H -2.13 -2.08 2.83  0.121
21 H -2.38 -1.50 4.49  0.135
22 H -4.05 -0.84 2.03  0.118
23 H -4.53 -1.72 3.47  0.117
24 H -5.36 0.67 3.43  0.115
25 H -4.39 0.29 4.85  0.119
26 H -3.53 1.83 2.36  0.117
27 H -3.64 2.44 4.01  0.117
28 H -1.74 1.25 4.75  0.141
29 H -1.29 1.97 3.19  0.112
30 H 1.87 -1.80 3.70  0.106
31 H 4.30 -2.31 3.80  0.109
32 C 6.68 -7.52 0.82  -0.041
33 O 5.27 -7.22 0.95  -0.065
34 C 4.86 -5.95 0.75  -0.238
35 C 3.47 -5.70 0.87  0.024
36 C 2.97 -4.43 0.67  0.002
37 C 3.83 -3.34 0.35  -0.146
38 C 3.31 -2.02 0.15  -0.136
39 O 4.27 -1.10 -0.14  0.105
40 C 3.93 0.21 -0.42  -0.147
41 C 2.60 0.64 -0.30  -0.139
42 C 2.35 2.02 -0.57  0.004
43 C 3.40 2.86 -0.91  -0.051
44 C 4.72 2.39 -0.98  -0.029
45 C 5.00 1.05 -0.73  0.026
46 C 1.65 -0.27 0.21  0.032
47 C 1.99 -1.62 0.30  0.033
48 C 5.21 -3.61 0.23  0.015
49 C 5.73 -4.88 0.42  0.010
50 H 6.74 -8.59 1.05  0.099
51 H 7.04 -7.33 -0.20  0.101
52 H 7.28 -6.95 1.55  0.100
53 H 2.81 -6.53 1.12  0.130
54 H 1.91 -4.24 0.76  0.111
55 H 1.33 2.38 -0.49  0.129
56 H 3.20 3.91 -1.12  0.118
57 H 5.54 3.06 -1.23  0.121
58 H 6.00 0.63 -0.76  0.136
59 H 0.60 0.04 0.27  0.130
60 H 1.25 -2.37 0.56  0.123
61 H 5.91 -2.81 -0.03  0.127
62 H 6.80 -5.05 0.32  0.114

=====

Winner for stability: version Q

=====

Version P
Formula: C9H10N2OS
Source: the OMol25 dataset
Level of theory: ωB97M-V/def2-TZVPD

Output
LUMO energy   -1.0114 eV
Orbital gap   0.2377 hartree
2S+1   1
HOMO   -7.48 eV

Last column: Löwdin charge in e.
Atoms and positions in Å:
1 C 3.31 -0.45 -0.07  -0.100
2 C 3.34 0.94 -0.03  -0.089
3 C 2.11 -1.11 -0.17  -0.026
4 C 2.18 1.68 -0.12  -0.043
5 C 0.91 -0.40 -0.22  -0.126
6 C 0.96 1.01 -0.20  -0.302
7 C -0.36 -1.14 -0.35  -0.351
8 C -1.66 -0.56 0.25  -0.449
9 C -2.72 -1.65 0.41  -0.109
10 N -3.28 1.45 0.41  -0.308
11 N -0.28 1.62 -0.29  -0.055
12 O -0.40 -2.26 -0.82  0.087
13 S -2.42 0.86 -0.70  1.055
14 H 4.23 -1.01 -0.02  0.095
15 H 4.29 1.45 0.04  0.103
16 H 2.06 -2.19 -0.21  0.116
17 H 2.20 2.76 -0.11  0.105
18 H -1.43 -0.08 1.20  0.117
19 H -3.64 -1.22 0.80  0.066
20 H -2.35 -2.41 1.10  0.092
21 H -2.91 -2.13 -0.55  0.080
22 H -3.86 2.23 0.12  0.000
23 H -0.27 2.61 -0.46  0.043

=====

Version Q
Formula: C9H10N2OS
Source: the OMol25 dataset
Level of theory: ωB97M-V/def2-TZVPD

Output
LUMO energy   -0.2030 eV
Orbital gap   0.2817 hartree
2S+1   1
HOMO   -7.87 eV

Last column: Löwdin charge in e.
Atoms and positions in Å:
1 C -2.30 -0.52 -0.48  -0.098
2 C -2.24 -0.04 0.79  -0.165
3 C -1.22 -0.22 -1.42  -0.043
4 C -1.33 0.83 1.27  -0.062
5 C -0.24 0.67 -0.92  -0.067
6 C -0.36 1.24 0.35  -0.361
7 C 1.77 -1.47 0.07  -0.164
8 C 1.86 -0.59 1.24  -0.268
9 C 2.54 -1.08 -0.93  -0.174
10 N 2.59 0.43 1.18  -0.168
11 N 0.64 2.12 0.68  0.093
12 O 3.11 1.60 -1.09  -0.530
13 S 3.47 0.42 -0.27  0.924
14 H -3.06 -1.23 -0.95  0.115
15 H -3.02 -0.22 1.50  0.098
16 H -1.18 -0.49 -2.44  0.082
17 H -1.49 1.31 2.30  0.142
18 H 0.47 1.14 -1.61  0.114
19 H 1.15 -2.36 0.16  0.108
20 H 1.24 -0.72 2.24  0.154
21 H 2.80 -1.73 -1.77  0.083
22 H 0.90 2.74 -0.05  0.087
23 H 0.44 2.59 1.56  0.100

=====

Winner for stability: version P

=====

Version P
Formula: C13H13N
Source: the OMol25 dataset
Level of theory: ωB97M-V/def2-TZVPD

Output
LUMO energy   0.5954 eV
Orbital gap   0.3164 hartree
2S+1   1
HOMO   -8.01 eV
SMILES   c1ccc2c3c(ccc2c1)CCNC3

Last column: Löwdin charge in e.
Atoms and positions in Å:
1 C -2.16 1.74 -2.08  -0.307
2 C -2.70 0.67 -0.91  -0.107
3 C -1.48 0.19 -0.14  -0.216
4 C -1.79 -0.21 1.28  -0.046
5 C -0.84 -0.70 1.99  -0.088
6 C 0.52 -0.81 1.51  -0.111
7 C 1.63 -1.34 2.28  -0.028
8 C 2.95 -1.51 1.71  -0.066
9 C 3.29 -0.85 0.45  -0.016
10 C 2.17 -0.12 0.01  -0.103
11 C 0.91 -0.07 0.29  -0.173
12 C -0.20 0.23 -0.53  -0.092
13 C -0.08 1.04 -1.98  -0.107
14 H -3.00 2.30 -2.54  0.099
15 H -1.75 2.71 -1.45  0.170
16 H -3.52 0.92 0.07  0.137
17 H -3.25 -0.18 -1.48  0.117
18 H -2.92 0.28 1.58  0.157
19 H -0.87 -0.96 3.01  0.094
20 H 1.58 -1.68 3.41  0.139
21 H 3.56 -2.21 2.23  0.078
22 H 4.05 -0.90 -0.21  0.064
23 H 2.42 0.31 -0.97  0.115
24 H 0.38 1.96 -1.48  0.143
25 H 0.62 0.50 -2.60  0.092
26 H -1.32 0.17 -3.25  0.119
27 N -1.33 1.03 -2.79  -0.064

=====

Version Q
Formula: C13H13N
Source: the OMol25 dataset
Level of theory: ωB97M-V/def2-TZVPD

Output
LUMO energy   0.7471 eV
Orbital gap   0.3259 hartree
2S+1   1
HOMO   -8.12 eV
SMILES   N[C@H]1C[C@H]1c1cccc2ccccc12

Last column: Löwdin charge in e.
Atoms and positions in Å:
1 C -1.06 2.57 -1.16  -0.432
2 C -0.98 2.50 0.33  -0.051
3 C -0.01 1.75 -0.60  -0.232
4 C 0.05 0.33 -0.64  -0.172
5 C -0.16 -0.33 -1.82  -0.017
6 C 0.17 -1.71 -1.99  -0.073
7 C 0.52 -2.43 -0.94  -0.092
8 C 0.57 -1.88 0.35  -0.184
9 C 1.13 -2.74 1.35  -0.028
10 C 1.46 -2.20 2.58  -0.064
11 C 1.30 -0.76 2.79  -0.082
12 C 0.79 0.05 1.81  -0.019
13 C 0.33 -0.50 0.52  -0.061
14 H -2.41 1.02 -1.47  0.131
15 H -2.93 2.53 -2.04  0.098
16 H -0.91 3.54 -1.68  0.154
17 H -0.47 3.29 0.85  0.086
18 H -1.91 2.00 0.75  0.136
19 H 0.88 2.34 -0.57  0.145
20 H -0.43 0.28 -2.65  0.101
21 H 0.02 -2.25 -2.94  0.113
22 H 0.84 -3.50 -1.08  0.134
23 H 1.03 -3.83 1.12  0.120
24 H 1.70 -2.81 3.34  0.053
25 H 1.75 -0.34 3.74  0.119
26 H 0.79 1.13 1.95  0.102
27 N -2.07 1.97 -1.89  0.014

=====

Winner for stability: version Q